# 1
Formula: C19H24N4O3S
Source: the Open Molecules 2025 dataset
Level of theory: ωB97M-V with the def2-TZVPD basis set

```
51
Properties=species:S:1:pos:R:3:forces:R:3
C 1.880083 3.338040 -4.666724 0.4 0.2 -0.1
H 1.702642 4.303234 -5.141423 0.0 -0.1 0.0
O 0.619825 2.941035 -4.169858 -0.2 -0.2 0.2
C 0.466874 1.819933 -3.422610 0.0 -0.2 0.1
C -0.850044 1.607805 -3.009439 0.0 -0.1 0.1
C -1.191037 0.517194 -2.232524 0.7 0.2 -0.2
C -0.208409 -0.395390 -1.856429 0.1 -0.2 0.0
C 1.106178 -0.190652 -2.240137 0.0 0.1 0.0
C 1.463811 0.916181 -3.036441 0.3 0.0 -0.2
O 2.787093 1.119343 -3.386946 -0.4 0.1 0.5
C 3.357248 0.140976 -4.234762 0.1 -0.2 -0.2
H 3.425764 -0.830884 -3.742789 0.0 0.1 -0.1
H 4.357184 0.502687 -4.468634 0.0 -0.1 -0.1
H 2.779495 0.036660 -5.160704 0.0 0.0 0.0
O 2.128942 -1.021867 -1.887462 -0.1 0.5 -0.3
C 1.857750 -2.103167 -1.031187 -0.1 -0.2 0.2
H 2.817961 -2.587221 -0.859080 -0.1 0.0 0.0
H 1.449980 -1.764475 -0.073166 0.0 0.0 0.0
H 1.169292 -2.820582 -1.489469 0.0 0.0 0.0
H -0.492553 -1.270248 -1.296824 0.0 -0.1 0.1
N -2.529922 0.334603 -1.870689 -0.2 0.3 0.0
C -3.022812 -0.474591 -0.883611 -0.2 -0.1 0.1
N -2.362722 -0.536315 0.292696 0.0 0.0 -0.4
C -2.838245 -1.453363 1.308707 0.0 -0.4 0.3
H -3.743018 -1.062238 1.790307 0.0 -0.1 -0.1
C -1.755783 -1.706288 2.348475 0.0 -0.1 0.0
N -1.362211 -0.465006 2.977279 -0.2 -0.1 -0.2
C -0.455751 -0.427074 3.995323 0.2 0.1 0.3
N -0.078232 0.788407 4.402563 -0.2 0.0 -0.2
C 0.770321 0.890935 5.409111 0.2 -0.1 0.2
C 1.302248 -0.192946 6.081770 0.0 -0.1 0.1
C 0.920564 -1.460726 5.657611 0.0 0.2 0.0
C 0.039788 -1.592912 4.606414 0.0 -0.1 -0.1
H -0.255539 -2.571783 4.266763 0.0 -0.1 0.0
H 1.313855 -2.341667 6.144991 0.0 -0.1 0.0
H 1.988804 -0.058086 6.901518 0.1 0.0 0.1
H 1.031021 1.905753 5.682312 0.1 0.0 0.1
C -1.694253 0.739232 2.251269 0.0 0.3 -0.3
H -1.045512 1.534492 2.620968 -0.2 -0.1 -0.2
H -2.736487 1.022848 2.439376 0.1 0.1 0.0
C -1.477604 0.516796 0.756817 0.3 0.4 0.3
H -1.685365 1.434965 0.203072 0.0 -0.1 0.0
H -0.428280 0.247818 0.580562 -0.1 0.1 0.0
H -0.892287 -2.191754 1.866978 -0.1 -0.1 0.1
H -2.156232 -2.394157 3.100466 0.0 0.0 -0.1
H -3.112356 -2.391858 0.819688 0.0 0.1 0.2
S -4.433550 -1.299872 -1.147989 -0.5 -0.2 -0.2
H -3.206424 0.541826 -2.593826 0.1 -0.2 0.2
H -1.595359 2.320659 -3.322391 -0.1 0.1 0.0
H 2.613700 3.448042 -3.866908 -0.1 0.0 -0.1
H 2.259562 2.635659 -5.413016 0.0 0.0 0.1
```
Forces are in eV/Å.

- Maximum force: 0.746 eV/A
- Highest occupied orbital energy: -0.2915 Eh
- Total energy: -1581.30604 hartree
- Net charge: 0
- HOMO-LUMO gap: 0.30954 hartree
- SMILES: COc1cc(NC(=S)N2CCN(c3ccccn3)CC2)cc(OC)c1OC
- E_LUMO: 0.490 eV

# 2
Formula: C24H35F2N2O11S
Source: the Open Molecules 2025 dataset
Level of theory: ωB97M-V with the def2-TZVPD basis set

```
75
Properties=species:S:1:pos:R:3:forces:R:3
C 2.118067 -1.319026 4.383582 -0.3 -0.3 0.9
C 2.041902 0.277554 4.209012 0.9 -0.2 -0.3
C 0.594324 0.929256 4.474150 0.8 -0.5 1.0
C -0.110611 0.028902 5.631704 -0.4 0.5 0.5
C -0.313239 1.112953 3.167414 -0.5 -1.3 -0.9
C -1.870867 1.063734 3.679073 -6.0 -1.8 0.0
O -2.364599 1.892064 4.510759 2.7 -0.9 -1.7
O -2.702707 0.055497 3.198358 4.6 3.8 1.3
N -0.321138 -0.056915 2.200702 2.6 -0.3 -1.8
C -0.076190 0.155400 0.774184 -0.6 -1.2 2.0
O -0.187176 -0.764491 -0.071564 0.7 3.5 2.4
C 0.376859 1.691728 0.641988 0.9 -1.6 -1.1
C -0.458215 2.245463 -0.613256 0.3 1.3 -0.2
C 0.000172 1.670093 -2.037339 -0.4 1.0 -0.6
C 0.493075 2.879814 -2.993788 -0.4 -0.8 -0.9
F -1.202847 1.142656 -2.699693 1.4 0.8 1.2
C 1.934211 1.615801 0.294411 4.4 0.5 -1.2
C 2.880713 0.417079 0.511225 0.2 2.8 -1.2
C 4.332456 0.516817 0.077020 -0.6 -0.4 0.3
N 5.075579 1.583059 -0.501769 -6.2 0.1 1.7
C 4.174277 2.675275 -0.638759 -0.7 0.4 0.0
C 2.694160 2.807008 -0.326605 0.9 -3.0 0.8
C 0.062180 2.311541 2.117292 -3.5 1.1 -0.3
C -1.279845 3.229748 1.916521 0.5 1.4 0.9
S 1.254368 3.638935 2.735147 5.6 2.7 -2.5
O 2.641161 3.120539 2.967236 -4.1 0.4 0.6
O 1.370070 4.780167 1.735605 -1.9 -3.1 2.9
F 0.695143 4.347290 4.168145 0.4 -1.6 -2.3
H 2.243943 -1.548851 5.510825 -0.2 0.2 -1.8
H 1.147478 -1.869467 4.079725 1.6 0.9 0.3
H 3.020792 -1.797270 3.860745 -1.3 0.9 0.6
H 2.474707 0.540256 3.177618 -0.8 -0.2 1.5
H 2.790297 0.722840 4.972238 -1.3 -0.6 -1.3
H 0.769027 1.957460 4.971635 -0.4 -1.5 -1.1
H -0.924296 0.629755 6.192204 1.2 -1.0 -1.3
H 0.650461 -0.265347 6.453434 -1.0 0.5 -1.6
H -0.578062 -0.919192 5.198820 0.6 1.4 0.6
H 0.323675 -0.829219 2.422174 -1.0 0.1 0.5
H -0.284100 3.390039 -0.646633 -0.5 -1.8 0.0
H -1.596059 2.060177 -0.531885 2.0 0.2 0.1
H 0.731451 0.799067 -1.997038 -1.0 1.3 0.1
H 0.493899 2.504941 -4.090053 0.0 0.4 1.8
H 1.559021 3.220405 -2.776444 -1.6 -0.4 0.0
H -0.251841 3.763365 -2.986948 1.2 -1.4 0.3
H 2.488901 -0.540958 0.994695 0.8 1.5 -0.9
H 4.960980 -0.439394 0.242197 -1.2 1.7 -0.3
H 4.672207 3.626892 -1.066944 -0.9 -1.7 0.7
H 2.143237 3.782035 -0.546062 1.1 -1.5 0.4
H -2.157928 2.641068 1.494693 1.3 0.6 0.9
H -1.495483 3.679419 2.961140 -0.2 -1.1 -1.7
H -1.067131 4.149589 1.246906 -0.2 -1.7 0.9
C -0.360776 -2.700087 -8.456315 -0.1 -0.1 -0.3
O 0.415036 -2.269646 -7.341065 -0.1 0.1 0.2
C -0.315402 -1.863897 -6.285210 0.2 0.2 0.4
O -1.520635 -1.842038 -6.225094 0.5 -0.1 -0.2
O 0.530847 -1.489047 -5.314357 -0.2 -0.3 -0.7
C -0.109605 -1.029848 -4.120266 -0.3 0.2 0.3
H 0.328998 -3.003104 -9.245211 0.1 0.1 0.3
H -0.978083 -3.560345 -8.187699 -0.1 0.2 0.0
H -0.979984 -1.883028 -8.833688 -0.1 -0.1 0.1
H -0.715926 -1.823627 -3.678680 0.0 0.1 -0.1
H -0.716982 -0.148501 -4.324257 0.0 -0.3 -0.1
H 0.668524 -0.754984 -3.408338 0.1 -0.2 -0.3
C -3.361600 -5.957846 -2.177460 -0.1 -0.2 -0.2
O -2.605093 -5.064391 -1.365866 -0.1 0.1 0.1
C -3.353585 -4.244951 -0.602104 0.3 0.5 0.4
O -4.560865 -4.220632 -0.563392 0.4 -0.2 -0.2
O -2.524735 -3.464264 0.104462 -0.4 -0.7 -0.6
C -3.184378 -2.533878 0.968692 0.0 0.6 0.5
H -2.658574 -6.567103 -2.747301 0.1 0.2 0.2
H -3.970108 -6.620648 -1.557750 -0.1 0.2 -0.1
H -3.987647 -5.403783 -2.880718 -0.1 -0.1 0.2
H -3.784978 -3.059681 1.714176 0.0 0.0 -0.2
H -3.802641 -1.843472 0.391173 0.0 -0.2 0.1
H -2.418266 -1.956746 1.488473 0.0 -0.1 -0.2
```
Forces are in eV/Å.

- Maximum force: 6.678 eV/A
- Highest occupied orbital energy: -0.1826 Eh
- Total energy: -2470.42701 hartree
- Net charge: -1
- HOMO-LUMO gap: 0.25586 hartree
- E_LUMO: 1.995 eV

Among the records above, which one has the highest HOMO-LUMO gap? C19H24N4O3S